# 1
DFT (ωB97M-V with the def2-TZVPD basis set) results for the ion C2H6N2O3P with charge +1 in a non-equilibrium geometry.

Results
Total charge: +1
Energy above the lowest of the compared OMol25 structures with the same formula, charge and spin in kcal/mol: 38.8
Maximum force in eV/A: 3.698
Lowest unoccupied orbital energy in eV: -3.901
Kohn-Sham gap in eV: 11.53

Element x y z (Å)
1 C -1.637 -0.454 0.047
2 H 2.051 0.561 -1.951
3 C -2.165 0.863 0.031
4 H 2.135 -0.226 1.973
5 H 1.396 -1.712 1.385
6 O 0.161 1.367 0.281
7 O -0.642 -1.148 -0.181
8 O -2.890 -0.425 -0.019
9 P 0.945 0.184 0.074
10 N 1.607 -0.745 1.279
11 H -1.954 1.512 -0.802
12 H 1.758 -1.034 -1.727
13 H -2.300 1.381 0.989
14 N 1.535 -0.124 -1.381



# 2
DFT (ωB97M-V with the def2-TZVPD basis set) results for a structure of composition C29H37MnN3O in a non-equilibrium geometry.

Results
Multiplicity: 5
⟨S²⟩: 6.081
Total charge: -1
Maximum force in eV/A: 7.287
Lowest unoccupied orbital energy (alpha / beta) in eV: 2.775 / 2.773
Kohn-Sham gap (alpha / beta) in eV: 5.39 / 5.18

Element x y z (Å)
1 H 3.226 -1.435 -2.102
2 H -0.350 5.759 -2.999
3 H 4.117 -7.179 -0.345
4 H -1.922 -3.029 0.260
5 C -0.522 0.951 1.672
6 C 0.737 -4.796 -1.451
7 H 0.299 -3.058 2.835
8 C -2.441 -2.157 0.686
9 H 0.087 -3.630 -4.140
10 H 1.001 3.936 -4.125
11 H 2.215 1.120 2.242
12 C -1.461 -1.114 1.084
13 C -0.464 4.739 -2.737
14 H -0.943 -5.994 -1.611
15 C 0.008 2.399 -2.936
16 C 2.706 -5.554 -0.276
17 H 4.371 -2.048 -0.898
18 C -0.405 2.408 1.949
19 C 0.264 3.711 -3.352
20 H -3.715 0.368 0.385
21 H -0.847 3.007 1.135
22 H -3.417 1.467 1.749
23 H -3.148 -1.772 -0.063
24 C 0.023 -2.751 -3.463
25 H -1.394 -4.291 -1.574
26 C 1.442 -5.795 -0.812
27 H 0.197 -3.402 1.089
28 C 2.653 -3.246 -0.990
29 H 0.489 1.515 -3.414
30 C 3.300 -4.293 -0.360
31 C -1.694 0.315 1.141
32 H -3.029 -2.510 1.551
33 H 4.062 -6.304 1.198
34 H -2.784 1.882 0.141
35 C 3.304 -1.901 -1.111
36 C 1.783 0.162 2.568
37 C -2.979 1.036 0.852
38 H 1.711 0.183 3.670
39 C -0.936 2.214 -1.833
40 H 1.623 -2.573 1.748
41 N -1.648 3.256 -1.308
42 Mn -0.053 -0.247 -0.188
43 H -0.916 2.694 2.888
44 H -2.009 5.182 -1.191
45 H 2.741 -7.424 0.750
46 H 1.498 2.873 -0.705
47 C -0.111 -1.349 1.583
48 C 0.464 -0.055 1.924
49 C -0.651 -5.003 -1.961
50 H 3.606 1.083 -0.133
51 H 0.653 2.694 2.051
52 O 1.809 2.060 -0.279
53 H 0.966 -6.762 -0.746
54 N 0.671 -2.528 -2.238
55 H -2.311 0.598 -1.519
56 C -1.392 4.472 -1.748
57 H 2.944 1.190 -1.795
58 H -0.720 -5.023 -3.055
59 C -0.560 -1.560 -3.777
60 C 3.449 -6.678 0.371
61 H 2.937 -1.178 -0.361
62 C 1.384 -3.544 -1.522
63 H 2.485 -0.642 2.303
64 H 4.285 -4.106 0.052
65 C 3.083 1.734 -0.847
66 C -1.448 1.214 -0.922
67 C 0.529 -2.662 1.831
68 H 3.688 2.638 -1.024
69 H -1.273 -1.166 -4.420
70 N 0.043 -0.656 -2.998
71 C 0.403 -1.220 -1.837



# 3
DFT (ωB97M-V with the def2-TZVPD basis set) results for a structure of composition C4H5Cl in a non-equilibrium geometry.

Results
Energy above the lowest of the compared OMol25 structures with the same formula, charge and spin in kcal/mol: 44.6
Maximum force in eV/A: 3.855
Lowest unoccupied orbital energy in eV: 1.119
Kohn-Sham gap in eV: 10.26

Element x y z (Å)
1 C -0.136 -0.976 -0.149
2 H -0.955 -1.441 0.386
3 C 0.849 -0.139 0.642
4 H 0.198 -1.676 -0.938
5 H 1.103 -0.232 1.744
6 C -0.851 0.337 -0.623
7 C -0.285 1.293 0.097
8 H -1.820 0.292 -1.121
9 Cl 2.332 0.143 -0.234
10 H -0.436 2.400 0.196